[1]
Entry from the OMol25 dataset: a cluster of 3 separate species, C27H46F7I2N8O4P3S in total in a non-equilibrium geometry (wB97M-V/def2-TZVPD).

Results
* total charge: 0
* lowest unoccupied orbital energy: -0.083 hartree
* HOMO: -7.6 eV

Cartesian coordinates (Å):
I (4.49, 8.88, 1.53)
I (9.29, 6.91, 1.47)
S (6.92, 3.45, 4.45)
P (5.29, 6.80, -1.41)
P (-2.73, 1.10, 1.11)
P (-4.46, -5.93, -1.33)
F (4.62, 0.50, -1.94)
F (4.42, -0.77, 0.68)
F (3.58, 1.26, 2.30)
F (2.87, 1.42, 0.15)
F (6.23, 0.50, 1.42)
F (6.48, -0.54, -1.15)
F (6.43, 1.73, -1.22)
O (3.91, 7.46, -1.59)
O (-4.22, -4.43, -1.07)
O (-3.44, 2.45, 1.34)
O (0.99, 3.74, -1.61)
N (-3.73, -5.96, -2.88)
N (7.17, 4.93, 3.58)
N (-4.82, -7.66, -1.64)
N (5.87, 2.66, 3.34)
N (-1.85, -0.43, 0.85)
N (-3.42, -6.44, -0.05)
N (-3.57, 0.80, -0.36)
N (-3.40, 0.32, 2.48)
C (4.00, 1.63, 0.97)
C (-5.02, 0.82, -0.42)
C (6.37, 4.79, 2.39)
C (5.56, 3.46, 2.18)
C (-2.15, -1.43, -0.17)
C (6.62, 8.49, 1.53)
C (1.26, 4.05, -0.04)
C (-2.04, -5.99, 0.03)
C (4.56, 4.13, -0.19)
C (-2.43, -6.49, -3.19)
C (7.67, 9.71, 1.72)
C (-0.40, -0.20, 0.89)
C (6.25, 5.85, 1.20)
C (-3.05, 1.61, -1.46)
C (-3.98, -4.79, -3.72)
C (5.36, 5.50, -0.03)
C (4.65, 3.07, 0.93)
C (-3.51, 1.13, 3.69)
C (-4.46, -0.66, 2.46)
C (-6.27, -7.90, -1.62)
C (5.09, 0.50, 0.56)
C (7.11, 7.17, 1.38)
C (-4.14, -8.80, -1.04)
C (2.18, 4.62, -1.34)
C (5.63, 0.60, -0.94)
C (3.73, 3.86, -1.50)
C (-4.05, -6.25, 1.26)
H (-1.54, -6.43, 0.90)
H (-3.56, 0.50, 4.58)
H (-5.37, 0.58, -1.44)
H (-5.45, 1.78, -0.14)
H (5.75, 6.13, -2.60)
H (-2.24, -7.45, -2.70)
H (-5.02, -4.45, -3.61)
H (-6.78, -7.14, -2.21)
H (-2.34, -6.70, -4.26)
H (-6.66, -7.85, -0.60)
H (-1.46, -6.33, -0.82)
H (-2.65, 1.78, 3.81)
H (2.12, 5.79, -1.59)
H (-3.47, -6.73, 2.05)
H (7.17, 10.73, 1.74)
H (-3.32, -3.96, -3.47)
H (-4.41, -9.72, -1.57)
H (8.28, 9.60, 2.71)
H (-3.06, -8.73, -1.11)
H (-4.41, -8.94, 0.02)
H (-3.27, 2.67, -1.32)
H (3.53, 2.78, -1.78)
H (-5.46, 0.04, 0.20)
H (-1.86, -1.10, -1.17)
H (4.11, 4.43, -2.42)
H (-3.20, -1.72, -0.19)
H (1.14, 5.18, 0.26)
H (-1.62, -5.80, -2.92)
H (-0.06, 0.32, -0.02)
H (-3.46, 1.29, -2.42)
H (-3.84, -5.03, -4.78)
H (-4.47, -1.24, 3.38)
H (-1.96, 1.50, -1.53)
H (-1.96, -4.90, 0.11)
H (-6.52, -8.87, -2.05)
H (-4.41, 1.76, 3.66)
H (8.46, 9.74, 0.88)
H (-5.45, -0.18, 2.36)
H (-1.60, -2.35, 0.04)
H (-4.35, -1.39, 1.66)
H (-0.14, 0.42, 1.75)
H (-5.04, -6.72, 1.28)
H (-4.17, -5.19, 1.50)
H (0.15, -1.14, 0.99)
H (6.23, 7.88, -1.15)
H (0.14, 3.88, 0.02)

Calculated atomic charges, method Löwdin, unit e: I 0.879; I 0.834; S 0.967; P 0.715; P 0.751; P 0.758; F 0.099; F 0.078; F 0.048; F 0.067; F 0.087; F 0.075; F 0.100; O -0.535; O -0.315; O -0.318; O -0.175; N -0.330; N -0.258; N -0.295; N -0.276; N -0.288; N -0.347; N -0.347; N -0.330; C -0.268; C -0.122; C -0.244; C -0.150; C -0.128; C -0.753; C -0.072; C -0.117; C -0.079; C -0.135; C -0.222; C -0.152; C -0.174; C -0.140; C -0.147; C -0.178; C 0.039; C -0.151; C -0.134; C -0.154; C -0.204; C -0.702; C -0.134; C -0.130; C -0.303; C -0.079; C -0.139; H 0.085; H 0.077; H 0.082; H 0.084; H 0.019; H 0.065; H 0.071; H 0.077; H 0.083; H 0.073; H 0.055; H 0.070; H 0.158; H 0.082; H 0.066; H 0.077; H 0.089; H 0.076; H 0.068; H 0.080; H 0.077; H 0.108; H 0.054; H 0.082; H 0.099; H 0.064; H 0.075; H 0.081; H 0.070; H 0.081; H 0.079; H 0.081; H 0.071; H 0.071; H 0.079; H 0.077; H 0.056; H 0.080; H 0.078; H 0.066; H 0.078; H 0.073; H 0.076; H 0.080; H 0.027; H 0.125



[2]
Entry from the OMol25 dataset: a structure of composition C27H46N12O18P in a non-equilibrium geometry (wB97M-V/def2-TZVPD).

Results
* total charge: -3
* lowest unoccupied orbital energy: 0.209 hartree
* energy above the lowest of the compared OMol25 structures with the same formula, charge and spin: 97.4 kcal/mol
* HOMO: -1.0 eV

Cartesian coordinates (Å):
P (19.02, 48.35, 7.66)
O (17.60, 49.11, 7.36)
O (16.08, 47.63, 2.89)
O (17.88, 52.49, 10.70)
O (15.33, 44.65, 9.30)
O (15.43, 49.56, 12.43)
O (23.65, 45.72, 9.97)
O (18.09, 47.57, 2.22)
O (22.34, 51.97, 10.12)
O (14.24, 46.46, 9.09)
O (24.19, 51.52, 9.23)
O (15.94, 47.70, 11.46)
O (23.04, 44.46, 8.40)
O (20.13, 49.05, 6.94)
O (20.31, 43.89, 10.66)
O (19.28, 48.30, 9.11)
O (19.04, 54.03, 9.62)
O (19.01, 46.96, 7.10)
O (18.64, 43.64, 11.71)
N (15.45, 49.76, 6.58)
N (23.04, 51.30, 9.40)
N (15.93, 48.85, 11.53)
N (19.71, 48.64, 11.42)
N (18.51, 52.87, 9.74)
N (22.86, 45.51, 9.06)
N (19.19, 44.12, 10.83)
N (15.14, 45.67, 8.66)
N (22.14, 48.08, 5.93)
N (19.78, 50.92, 5.30)
N (19.00, 44.89, 5.82)
N (17.26, 47.44, 3.09)
C (16.72, 49.51, 10.51)
C (23.64, 46.60, 4.95)
C (19.92, 49.86, 12.04)
C (19.39, 42.65, 5.33)
C (20.14, 52.56, 3.66)
C (24.27, 47.96, 4.84)
C (18.08, 44.70, 4.81)
C (23.29, 48.84, 5.59)
C (15.11, 50.34, 5.36)
C (13.69, 50.42, 5.35)
C (14.40, 49.46, 7.41)
C (18.51, 51.58, 5.13)
C (18.26, 43.22, 4.41)
C (18.73, 51.97, 8.59)
C (19.77, 43.80, 6.20)
C (20.17, 49.66, 13.52)
C (22.46, 50.08, 8.81)
C (20.75, 51.35, 4.28)
C (18.78, 52.78, 4.16)
C (22.23, 46.75, 5.51)
C (17.75, 48.04, 4.36)
C (20.24, 48.24, 13.78)
C (19.92, 47.58, 12.32)
C (15.95, 45.89, 7.42)
C (21.65, 46.31, 8.98)
C (18.48, 45.10, 9.90)
C (13.20, 49.91, 6.65)
H (19.33, 51.06, 8.82)
H (19.88, 46.42, 11.99)
H (16.65, 49.41, 7.05)
H (19.97, 50.84, 11.47)
H (17.88, 49.11, 4.24)
H (17.04, 48.67, 9.86)
H (21.86, 50.88, 4.31)
H (12.99, 50.73, 4.46)
H (21.99, 50.36, 7.82)
H (23.24, 49.32, 8.78)
H (17.67, 49.87, 10.88)
H (17.78, 42.41, 3.84)
H (20.54, 43.89, 6.93)
H (19.71, 41.59, 5.29)
H (20.16, 50.45, 14.24)
H (18.74, 47.71, 4.68)
H (18.96, 45.91, 9.73)
H (15.91, 46.91, 7.02)
H (17.92, 51.78, 8.24)
H (21.13, 48.56, 6.44)
H (12.38, 49.55, 6.95)
H (22.03, 47.13, 8.63)
H (16.31, 50.05, 9.76)
H (19.10, 45.86, 6.16)
H (18.65, 44.60, 9.07)
H (19.09, 52.60, 7.87)
H (20.63, 53.23, 3.06)
H (17.43, 45.76, 4.67)
H (14.77, 48.85, 8.30)
H (17.12, 48.00, 5.22)
H (25.19, 48.09, 4.48)
H (20.37, 47.84, 14.74)
H (17.48, 45.24, 10.23)
H (19.53, 48.36, 10.33)
H (21.19, 46.46, 9.80)
H (15.71, 50.57, 4.62)
H (17.66, 51.48, 5.72)
H (21.66, 49.76, 9.69)
H (24.14, 45.48, 4.42)
H (15.79, 45.25, 6.65)
H (18.04, 53.39, 3.93)
H (21.49, 46.23, 5.61)
H (17.08, 45.75, 7.68)
H (20.86, 45.68, 8.40)
H (23.41, 49.80, 5.76)
H (19.85, 49.99, 6.08)

Results of the Löwdin charge analysis, in e, for atoms 1 through 99: P 0.140; O -0.228; O 0.046; O 0.069; O 0.023; O 0.014; O 0.040; O 0.056; O 0.049; O 0.012; O 0.061; O 0.105; O 0.020; O -0.255; O 0.085; O -0.252; O -0.004; O -0.318; O 0.098; N -0.085; N -0.501; N -0.439; N -0.062; N -0.365; N -0.374; N -0.499; N -0.366; N -0.015; N -0.039; N -0.057; N -0.433; C 0.013; C -0.120; C -0.162; C -0.094; C -0.152; C -0.103; C -0.097; C -0.139; C -0.178; C -0.144; C -0.140; C -0.097; C -0.090; C 0.064; C -0.127; C -0.133; C 0.038; C -0.103; C -0.075; C -0.101; C -0.012; C -0.083; C -0.080; C 0.053; C 0.045; C 0.092; C -0.114; H 0.120; H 0.106; H -0.061; H 0.099; H 0.090; H 0.081; H 0.107; H 0.084; H 0.107; H 0.084; H 0.072; H 0.032; H 0.071; H 0.057; H 0.044; H 0.087; H -0.002; H 0.083; H -0.010; H 0.040; H -0.046; H 0.029; H 0.047; H 0.003; H 0.046; H 0.076; H 0.014; H 0.138; H 0.094; H 0.054; H -0.009; H 0.014; H 0.093; H -0.007; H 0.011; H 0.020; H 0.038; H 0.146; H 0.130; H 0.047; H -0.007



[3]
Entry from the OMol25 dataset: a structure of composition C27H47BIN9O2Pt (wB97M-V/def2-TZVPD).

Results
* total charge: +2
* lowest unoccupied orbital energy (alpha / beta): -0.170 / -0.329 hartree
* energy above the lowest of the compared OMol25 structures with the same formula, charge and spin: 0.0 kcal/mol
* HOMO (alpha / beta): -13.4 / -13.5 eV
* multiplicity: 5
* expectation value of S²: 6.017

Cartesian coordinates (Å):
Pt (1.76, 1.60, 0.13)
I (-2.17, -3.66, 2.18)
O (-3.52, -0.24, 1.29)
O (-0.29, -0.03, 1.49)
N (-0.23, -1.87, 0.16)
N (0.52, 0.82, -1.43)
N (-5.32, -1.37, 2.15)
N (2.85, -0.99, -0.84)
N (2.65, -0.31, 0.32)
N (3.23, 1.99, -1.38)
N (1.12, 0.04, -2.36)
N (3.45, 0.99, -2.28)
N (-4.52, -1.81, -0.03)
C (-4.40, -1.07, 1.21)
C (3.74, -3.21, -1.59)
C (-0.97, 0.34, -2.98)
C (4.87, 2.62, -2.73)
C (3.36, -2.21, -0.54)
C (-0.74, 1.03, -1.79)
C (0.04, 3.05, 2.38)
C (4.11, 4.22, -0.81)
C (0.52, 2.30, 3.61)
C (-5.17, -0.71, 3.44)
C (3.02, -1.08, 1.34)
C (1.15, 3.25, 1.38)
C (-6.67, -2.74, 0.64)
C (-0.50, 4.44, 2.75)
C (4.45, 1.36, -3.11)
C (-0.77, -2.09, 2.55)
C (4.95, 0.49, -4.21)
C (-1.67, 1.85, -0.97)
C (4.08, 2.98, -1.63)
C (-5.45, -2.90, -0.24)
C (-6.23, -2.51, 2.07)
C (2.94, -0.61, 2.75)
C (0.23, -0.26, -3.32)
C (0.58, -1.08, -4.52)
C (-3.53, -1.50, -1.02)
C (3.46, -2.31, 0.83)
C (-0.42, -1.23, 1.34)
B (2.63, -0.31, -2.22)
H (-3.74, -2.06, -1.93)
H (0.13, -2.59, 2.92)
H (3.08, 0.47, 2.81)
H (-4.53, -1.31, 4.09)
H (-1.88, 1.37, -0.01)
H (-5.68, -2.95, -1.30)
H (1.97, -0.84, 3.19)
H (-7.28, -1.91, 0.29)
H (-1.32, 4.33, 3.47)
H (4.77, 4.95, -1.25)
H (4.56, -2.84, -2.20)
H (-1.18, -1.45, 3.32)
H (-0.12, -2.87, 0.14)
H (5.74, 1.01, -4.75)
H (-0.29, 2.22, 4.34)
H (4.47, 4.01, 0.20)
H (0.26, -1.34, -0.56)
H (-5.73, -3.40, 2.48)
H (-1.24, 2.83, -0.76)
H (3.85, -3.14, 1.39)
H (5.65, 3.20, -3.19)
H (3.70, -1.09, 3.36)
H (4.15, 0.26, -4.93)
H (-0.31, -1.24, -5.12)
H (2.90, -3.43, -2.26)
H (1.32, -0.56, -5.14)
H (-7.28, -3.65, 0.58)
H (3.11, 4.66, -0.73)
H (2.95, -1.05, -3.09)
H (0.85, 1.29, 3.36)
H (-2.61, 2.02, -1.50)
H (-1.88, 0.33, -3.57)
H (-6.15, -0.62, 3.90)
H (-0.87, 4.98, 1.89)
H (-7.08, -2.29, 2.71)
H (2.11, 3.56, 1.81)
H (4.05, -4.13, -1.11)
H (0.88, 3.84, 0.50)
H (-4.72, 0.26, 3.30)
H (0.99, -2.04, -4.24)
H (-2.53, -1.74, -0.63)
H (-3.53, -0.42, -1.19)
H (-4.90, -3.82, 0.01)
H (-0.77, 2.49, 1.90)
H (5.35, -0.45, -3.84)
H (0.28, 5.05, 3.23)
H (1.34, 2.83, 4.09)

Calculated atomic charges, method Löwdin, unit e: Pt 1.331; I 0.924; O 0.094; O 0.006; N 0.179; N -0.065; N -0.045; N 0.027; N -0.063; N -0.055; N 0.024; N 0.031; N 0.062; C -0.498; C -0.002; C 0.026; C 0.045; C -0.257; C -0.323; C -0.507; C -0.017; C -0.073; C 0.020; C -0.322; C -0.194; C -0.119; C -0.055; C -0.245; C -0.513; C -0.001; C -0.014; C -0.311; C -0.110; C -0.126; C -0.010; C -0.252; C 0.000; C 0.021; C 0.038; C -0.641; B -0.493; H 0.116; H 0.055; H 0.073; H 0.109; H 0.055; H 0.147; H 0.067; H 0.137; H 0.087; H 0.089; H 0.091; H 0.060; H 0.086; H 0.092; H 0.088; H 0.086; H 0.081; H 0.130; H 0.081; H 0.123; H 0.125; H 0.095; H 0.086; H 0.089; H 0.084; H 0.093; H 0.138; H 0.074; H 0.119; H 0.036; H 0.089; H 0.119; H 0.106; H 0.081; H 0.138; H 0.076; H 0.091; H 0.068; H 0.102; H 0.085; H 0.091; H 0.116; H 0.150; H 0.106; H 0.088; H 0.091; H 0.093



> Which of these has the highest total charge?

C27H47BIN9O2Pt



> Which of these has the lowest total charge?

C27H46N12O18P